Record 1
{
  "formula": "C5H14",
  "method": "ωB97M-V/def2-TZVPD",
  "symbols": ["H", "H", "C", "C", "H", "H", "C", "C", "H", "H", "H", "H", "C", "H", "H", "H", "H", "H", "H"],
  "coordinates": [[3.01402, 0.67886, 0.77710], [-1.30719, -0.16548, 0.08374], [-2.96286, 1.03085, 0.44971], [1.47734, -1.61989, -0.58983], [-1.07632, 1.41127, -0.49244], [2.55427, 0.41734, -0.81204], [1.43634, -0.68286, 0.58763], [2.13887, 0.54184, 0.14453], [-3.82713, 1.20205, -0.27472], [0.34860, -0.53719, 1.02762], [2.45221, -2.09384, -0.59801], [1.46784, 1.49152, 0.16448], [-1.78957, 0.67037, -0.39227], [-2.08124, 0.32285, -1.36132], [1.48112, -1.14608, -1.62926], [-2.74839, 1.88254, 0.97631], [0.76451, -2.52629, -0.62085], [1.94623, -1.16693, 1.39728], [-3.28865, 0.28906, 1.16234]],
  "total_energy_ha": -198.84280,
  "homo_lumo_gap_ev": 12.004,
  "smiles": "CCC.CC",
  "de_lowest_kcal_mol": 29.1,
  "e_lumo_ev": 1.2
}

---

Record 2
{
  "formula": "C25H24Cl3NO4PdSe2",
  "method": "ωB97M-V/def2-TZVPD",
  "symbols": ["C", "H", "O", "H", "C", "C", "C", "H", "C", "C", "H", "Cl", "H", "Cl", "H", "Pd", "C", "C", "H", "C", "O", "O", "C", "O", "Se", "H", "Cl", "C", "C", "H", "C", "H", "H", "C", "H", "C", "H", "H", "N", "H", "C", "C", "H", "H", "C", "C", "C", "H", "C", "H", "H", "Se", "H", "C", "C", "C", "H", "C", "H", "H"],
  "coordinates": [[-0.86060, -1.11782, -3.66524], [-1.00704, -1.28470, 5.54742], [2.45755, 0.93391, 2.50521], [-3.13791, 1.82172, 0.04587], [0.38680, 1.31625, -5.44656], [0.32544, -0.66716, -3.09759], [1.20054, -1.57286, -2.49194], [0.81001, 1.11177, -2.19083], [-0.33363, -3.37068, -3.02012], [-0.55317, 2.72626, -3.78294], [-2.10800, -2.80434, -4.09023], [3.07902, -1.85906, 8.11344], [-2.71461, 2.92860, 3.14804], [1.35522, -0.04016, -5.91988], [-1.18617, 3.94931, -6.86377], [0.64887, 0.09384, 1.65446], [-1.71069, 2.51170, 3.14351], [2.07076, -0.26092, 4.55764], [-2.87537, -0.41021, -0.73058], [-1.02721, 3.58729, -4.75900], [2.70229, -1.46080, 0.50491], [-0.09697, -0.13599, 3.48343], [2.17084, -1.32290, 6.72540], [1.36453, 0.19120, -0.20162], [-1.06070, -1.40803, 0.63700], [-0.58177, -4.42291, -2.98728], [-0.83733, 3.13435, -2.11807], [2.48299, -1.09581, -1.85740], [-0.10483, 2.14800, -6.43582], [0.09722, 1.91078, -7.47072], [0.78804, -1.53513, 6.67337], [-2.20987, -1.01007, 2.83740], [-1.56420, 4.47751, -4.46389], [-2.01545, 0.04628, -0.23618], [-2.05891, -2.73997, 2.46510], [-1.18599, -2.46660, -3.63549], [-1.32045, 0.37342, -1.00828], [0.29470, -2.02691, 7.50114], [0.66541, 0.71026, -3.11100], [-1.03293, 3.19690, 3.64887], [-2.31740, -1.76343, 2.06291], [-2.47811, 1.19273, 0.64444], [2.83913, -0.20124, -2.36891], [3.86421, 0.71758, 3.89305], [0.66875, -0.49235, 4.47295], [0.06220, -1.12358, 5.58699], [2.21737, -0.79582, -0.38732], [3.85782, -0.49696, 5.74029], [2.83120, 0.48983, 3.58579], [-3.32360, -1.78906, 1.65009], [-1.66806, 1.54298, 3.63366], [-1.06040, 2.35601, 1.32430], [-1.52807, -0.40778, -4.13857], [0.15616, 1.56177, -4.08818], [-0.81487, 3.28875, -6.09354], [0.84855, -2.91503, -2.45194], [-3.03866, 0.84341, 1.51075], [2.79247, -0.68383, 5.69206], [3.25012, -1.86602, -1.90206], [1.52477, -3.61428, -1.97453]],
  "total_energy_ha": -7634.13897,
  "homo_lumo_gap_ev": 7.470,
  "de_lowest_kcal_mol": 1.9,
  "e_lumo_ev": -0.3
}

---

Record 3
{
  "formula": "C25H42BBr3CsFMgNNaO17P",
  "method": "ωB97M-V/def2-TZVPD",
  "symbols": ["O", "C", "H", "C", "H", "H", "H", "O", "Mg", "H", "O", "H", "H", "C", "H", "H", "C", "H", "O", "H", "O", "C", "O", "H", "C", "H", "C", "C", "H", "Br", "H", "N", "C", "H", "H", "C", "H", "C", "C", "O", "H", "O", "H", "H", "H", "O", "C", "C", "H", "Br", "C", "C", "F", "O", "C", "Cs", "H", "C", "H", "H", "H", "C", "H", "C", "H", "H", "H", "O", "C", "H", "H", "O", "H", "H", "H", "H", "C", "H", "Br", "O", "C", "H", "P", "O", "C", "H", "H", "O", "Na", "O", "C", "O", "B", "H"],
  "coordinates": [[-0.66769, 1.20410, 1.22527], [2.60429, 1.79111, -2.39026], [5.76413, -3.41454, -2.47101], [2.13337, 0.94321, -3.65667], [1.90507, 1.74686, 1.09344], [3.19902, 2.78261, 0.30095], [-5.32819, -4.96844, -4.64527], [4.32381, 3.00798, -3.94968], [-3.39515, -4.62690, 3.51195], [7.99219, -2.12642, -5.31456], [-3.09325, 0.24823, 7.29758], [6.73610, 2.83950, -0.64702], [0.07736, 7.83282, 0.50617], [2.10195, 2.48081, 0.21497], [-6.84535, -5.55143, -5.35140], [2.72900, 0.94561, -4.64680], [-1.31130, -5.86863, 5.92968], [-1.64541, 7.68397, 0.79701], [1.70104, 5.01246, 0.48188], [-8.10478, -4.73640, -3.37967], [7.03466, -0.84389, -4.03272], [-0.04324, 0.05582, -2.38606], [-4.25344, -9.16235, 2.93792], [1.35594, 10.36910, 0.33476], [-4.81245, -2.61112, -3.28255], [-5.44794, -2.49186, -4.15759], [-6.33041, -5.33382, -4.41295], [-5.51271, -3.20789, -2.10633], [-6.20672, -6.26626, -3.85523], [4.04376, -1.61745, -2.40227], [6.47919, -1.42189, -5.93435], [-1.61680, -0.32579, -0.60204], [1.55089, 9.94298, 1.32354], [0.47665, 3.52215, 1.44522], [-3.94330, -3.22097, -3.53313], [-0.70195, 7.98447, 1.26136], [-3.70013, 0.20034, 8.04722], [0.40804, 0.84221, -1.10844], [-0.45970, 7.11116, 2.48025], [-5.15854, -2.95077, -0.96184], [0.49449, -0.51685, -4.59843], [-2.20163, -1.29893, -2.79687], [6.65160, 2.27248, -2.39430], [-1.48571, -6.94259, 6.01269], [1.90558, 8.92027, 1.17479], [4.85815, 3.13158, -1.53927], [4.83968, -3.31638, -1.90249], [1.71106, 1.69561, -1.11814], [0.02055, 11.02654, 2.34771], [5.32057, -3.35954, -0.02439], [0.82209, 0.07442, -3.67188], [6.04629, 2.29920, -1.40590], [-3.27182, -4.69579, 6.45716], [-0.33936, -5.58038, 4.92537], [-2.51221, -5.13632, 5.43232], [-2.22199, 0.08016, 2.08951], [-3.13122, -5.71437, 4.73102], [1.06211, 3.71384, 0.46146], [-0.95800, -5.49318, 6.89422], [4.66752, 0.65356, -0.49702], [4.94010, 2.32510, -4.30961], [-0.66197, 0.62617, 0.04628], [0.50360, 7.32971, 2.94685], [-1.42664, -0.65523, -2.04236], [-3.32057, -0.52351, 6.76436], [-1.23330, 7.27905, 3.23460], [-4.47845, -1.61060, -3.01109], [-0.82853, 9.36450, 1.56756], [-7.11459, -4.32857, -3.59566], [6.20481, 0.07037, -1.49974], [0.47900, 9.54739, 3.16717], [-3.80699, -10.04587, 5.23558], [-0.46278, 6.05487, 2.19961], [6.42915, -2.70565, -4.68734], [-2.62129, -0.29440, -0.30529], [-7.27833, -3.39008, -4.12839], [6.97617, -1.83161, -5.05162], [0.27600, 3.63736, -0.37646], [3.70872, -4.81334, -2.39389], [-0.08500, -3.84895, 3.49322], [0.29673, 9.98288, 2.17922], [6.12438, -0.60062, -3.81841], [-4.38425, -8.87357, 4.43690], [-1.95904, -4.01002, 4.76738], [5.76292, 0.83931, -0.78007], [2.35470, 10.51006, 1.79871], [6.36723, 0.74776, 0.20395], [-6.48728, -4.09969, -2.31877], [-5.53494, -3.77599, 0.61912], [-3.62342, -7.58865, 4.78291], [-0.72755, -4.42789, 4.31990], [-5.86570, -8.71386, 4.78674], [3.95546, 2.67251, -2.56989], [1.20589, 5.53702, -0.20028]],
  "total_energy_ha": -10881.65070,
  "homo_lumo_gap_ev": 3.474,
  "total_charge": 1,
  "e_lumo_ev": -5.3
}

---

Record 4
{
  "formula": "C5H3FO",
  "method": "ωB97M-V/def2-TZVPD",
  "symbols": ["C", "F", "H", "H", "H", "C", "C", "C", "C", "O"],
  "coordinates": [[-0.55322, -0.82289, -0.61666], [0.05692, -1.98297, -1.12491], [-1.37589, 1.33035, -0.09559], [-0.21084, 1.76421, 1.13951], [-1.38441, -0.37612, -1.21409], [-0.62624, 0.99425, 0.45431], [1.51269, -0.23008, 0.35344], [-0.48810, -0.47399, 0.81075], [0.48337, 0.30055, -0.34823], [2.58573, -0.50331, 0.64145]],
  "total_energy_ha": -367.09640,
  "homo_lumo_gap_ev": [6.426, 7.304],
  "multiplicity": 3,
  "e_lumo_ev": [0.8, -3.3]
}

---

Record 5
{
  "formula": "C14H16Cl4O7P",
  "method": "ωB97M-V/def2-TZVPD",
  "symbols": ["H", "Cl", "C", "O", "H", "H", "H", "O", "C", "H", "H", "H", "H", "C", "C", "O", "C", "C", "H", "H", "O", "Cl", "C", "H", "C", "C", "Cl", "H", "H", "O", "H", "C", "C", "C", "Cl", "O", "P", "O", "C", "H", "H", "C"],
  "coordinates": [[-0.73289, 0.97845, 4.41581], [3.04369, 0.93513, -1.89521], [1.01971, -0.21158, 4.02610], [1.28865, 0.34253, -4.13561], [-3.43662, -2.23270, -0.71236], [0.80899, 1.89586, 4.29852], [-3.96396, -0.71239, -1.45764], [2.04813, 1.87950, 2.14640], [0.74377, 1.01504, -3.24872], [0.71185, -0.96408, 3.28775], [1.38169, -2.97227, 0.19177], [2.08539, 0.01096, 3.91126], [1.86335, 0.46324, 0.15782], [1.40771, 1.33770, -2.03119], [0.22348, 1.05786, 3.89936], [0.53367, -1.46981, -0.98583], [0.98474, 1.45799, 1.72277], [1.70273, -2.27718, -0.60201], [-3.11033, 0.47974, 0.68421], [3.00797, -3.66174, -1.52503], [-0.27099, -1.39444, 1.47891], [-2.96033, 2.60480, -2.48395], [-0.72603, 2.36374, -1.00005], [1.38070, -3.61280, -2.27262], [0.86378, 0.88529, 0.30934], [-3.77962, -1.21703, -0.51096], [-1.42962, 1.18855, -4.86494], [2.49291, -1.60870, -0.22471], [2.55384, -2.29746, -2.57185], [-1.56147, -0.25258, -0.45276], [-2.48151, -1.12849, 1.17490], [-1.33469, 2.10954, -2.34340], [-0.68004, 1.48493, -3.36492], [-2.76787, -0.49547, 0.32657], [1.62817, 3.42280, -0.44364], [-1.33714, 2.86266, -0.07434], [-0.16896, -0.64828, 0.20311], [-0.10857, 1.37270, 2.51033], [0.73123, 1.90796, -0.79743], [0.87523, -0.61041, 5.03101], [-4.71340, -1.27969, 0.05121], [2.18264, -3.00987, -1.82797]],
  "total_energy_ha": -3252.02766,
  "homo_lumo_gap_ev": 6.316,
  "smiles": "CCOC(=O)[C@H]([C@]1(Cl)C(=O)C(Cl)=C(Cl)C([O-])=C1Cl)P(=O)(OCC)OCC",
  "total_charge": -1,
  "de_lowest_kcal_mol": 0.0,
  "e_lumo_ev": 2.6
}